This record from the OMol25 dataset describes C47H53GeNO4PPdTe2 as an isolated structure. The level of theory is ωB97M-V/def2-TZVPD.

Summary:
- ΔE to the lowest compared entry with this formula, charge and spin (kcal/mol) = 0.0
- total charge = -1
- maximum force (eV Å⁻¹) = 0.3
- E_LUMO (alpha / beta) (eV) = 2.161 / 1.442
- <S²> = 2.02
- 2S+1 = 3
- HOMO energy (alpha / beta) (eV) = -4.625 / -4.350

Geometry (Å):
Te  -1.169  -1.679  0.802
Te  -0.066  0.930  -4.417
Pd  -0.371  0.730  -1.890
Ge  1.984  1.370  -1.858
P  -2.667  0.611  -2.176
O  -3.656  0.026  -1.021
O  -3.328  2.065  -2.401
O  -3.229  -0.234  -3.409
O  -0.134  3.238  0.088
N  -0.485  1.021  0.135
C  -2.435  -3.432  3.018
C  3.296  0.005  -2.466
C  -0.484  2.366  5.006
C  -2.305  -5.848  3.244
C  -2.754  -4.614  3.685
C  -5.140  -1.704  -3.414
C  3.314  4.089  -4.883
C  -3.887  0.825  0.150
C  3.166  2.954  -4.091
C  3.654  -2.311  1.288
C  0.523  2.990  2.911
C  -5.260  1.459  0.095
C  2.929  -1.116  -3.210
C  5.196  -1.927  -3.218
C  4.640  0.136  -2.110
C  0.909  -1.942  1.064
C  -0.337  2.174  0.728
C  -1.641  -3.482  1.863
C  2.734  1.152  0.990
C  -2.596  3.289  -2.146
C  2.872  -2.143  2.420
C  2.824  1.943  -0.155
C  -1.393  1.541  2.940
C  3.622  3.086  -0.092
C  3.419  1.479  2.153
C  1.725  5.248  -3.507
C  0.703  -1.702  3.591
C  2.294  2.948  -3.006
C  3.865  -2.073  -3.584
C  0.494  3.051  4.295
C  5.582  -0.815  -2.481
C  2.594  5.237  -4.593
C  -1.527  -5.884  2.096
C  1.573  4.113  -2.724
C  1.697  -2.105  -0.073
C  -2.633  -7.107  4.001
C  -0.410  2.218  2.227
C  -1.192  -4.730  1.394
C  -2.986  -2.153  3.602
C  3.069  -2.281  0.032
C  4.304  3.425  1.072
C  -0.344  -4.879  0.161
C  -4.634  -0.308  -3.701
C  -1.436  1.619  4.326
C  4.208  2.620  2.199
C  -2.501  4.102  -3.414
C  1.496  -1.940  2.335
H  6.619  -0.691  -2.189
H  -4.061  -2.076  3.416
H  1.160  6.144  -3.274
H  3.672  -2.378  -0.862
H  3.339  -2.138  3.399
H  -2.120  0.947  2.400
H  -1.909  3.569  -4.159
H  -5.030  -1.932  -2.355
H  -1.948  -7.246  4.841
H  5.927  -2.674  -3.504
H  1.892  -1.241  -3.505
H  -2.841  -2.137  4.684
H  -3.493  4.308  -3.821
H  -5.458  1.999  1.024
H  1.269  3.529  2.339
H  -6.027  0.693  -0.030
H  -1.606  3.061  -1.744
H  -6.194  -1.786  -3.688
H  1.233  -2.079  -1.053
H  -2.007  5.051  -3.198
H  -3.101  1.577  0.254
H  -3.645  -7.073  4.406
H  4.914  4.321  1.095
H  -4.738  -0.055  -4.757
H  1.367  -1.452  4.420
H  -0.507  2.419  6.088
H  2.707  6.121  -5.210
H  -5.178  0.437  -3.118
H  0.890  4.119  -1.879
H  -0.001  -0.878  3.456
H  -2.507  -1.270  3.183
H  0.125  -2.587  3.870
H  3.551  -2.938  -4.158
H  -3.804  0.149  1.004
H  3.322  0.843  3.026
H  4.740  2.882  3.106
H  -5.325  2.157  -0.739
H  -2.208  1.090  4.873
H  3.714  3.727  -0.961
H  -0.406  -5.898  -0.222
H  -1.176  -6.841  1.724
H  2.115  0.267  0.980
H  4.955  0.987  -1.515
H  -3.369  -4.559  4.578
H  -2.551  -7.984  3.360
H  3.991  4.072  -5.730
H  4.724  -2.441  1.386
H  3.733  2.060  -4.329
H  -0.654  -4.187  -0.623
H  -3.152  3.819  -1.370
H  -4.573  -2.438  -3.988
H  0.704  -4.660  0.378
H  1.238  3.637  4.822